Entry 1:
Computed, not measured: a molecular structure, C33H82GaO8, with the ωB97M-V functional and the def2-TZVPD basis.

Last column: Löwdin charge in e.
Geometry (Å):
C (4.00133, 3.55755, 2.42664)  -0.072
C (4.39767, 3.76389, 0.95863)  -0.420
C (5.84117, 3.32070, 0.72586)  -0.094
C (3.35253, 3.15011, 0.01122)  -0.163
C (2.96891, 1.67452, 0.19665)  -0.352
C (1.56826, 1.41767, -0.38282)  -0.060
C (3.96460, 0.67734, -0.41668)  -0.358
O (3.80385, -0.58955, 0.12471)  -0.318
Ga (3.09372, -1.99793, -0.92951)  0.350
C (4.10167, -3.68763, -0.45904)  -0.298
C (4.46379, -3.85311, 1.01133)  -0.359
O (3.35245, -4.38038, 1.77395)  -0.118
H (4.42954, 4.32315, 3.07794)  0.060
H (2.91537, 3.59125, 2.54417)  0.064
H (4.34751, 2.58869, 2.79473)  0.085
H (4.37600, 4.84440, 0.76586)  0.121
H (6.12242, 3.40434, -0.32683)  0.075
H (5.99321, 2.28442, 1.03071)  0.068
H (6.52878, 3.94222, 1.30737)  0.069
H (3.64746, 3.30308, -1.03648)  0.119
H (2.44369, 3.74678, 0.16023)  0.110
H (2.93429, 1.46492, 1.26994)  0.108
H (0.77837, 1.50672, 0.36853)  0.062
H (1.49908, 0.41321, -0.80259)  0.038
H (1.33342, 2.13539, -1.17609)  0.074
H (3.80744, 0.68938, -1.51264)  0.092
H (4.99304, 1.03780, -0.25997)  0.091
H (1.50512, -2.16451, -0.61681)  -0.074
H (3.28084, -1.57515, -2.47480)  -0.062
H (5.02524, -3.70965, -1.05134)  0.033
H (3.50863, -4.55729, -0.76587)  0.035
H (5.33401, -4.50895, 1.15807)  0.093
H (4.71213, -2.88842, 1.46418)  0.089
H (3.60066, -5.25388, 2.09843)  0.062
C (-0.33756, -2.62843, 1.84491)  -0.081
C (-1.71695, -3.07354, 2.28270)  -0.277
O (-2.77875, -2.27696, 1.76171)  -0.171
C (-2.77613, -2.12188, 0.35234)  -0.282
C (-2.89684, -3.42771, -0.41405)  -0.083
H (-0.16093, -1.58325, 2.10069)  0.063
H (0.43050, -3.23260, 2.33126)  0.082
H (-0.17600, -2.73410, 0.77393)  0.023
H (-1.83092, -2.99436, 3.36539)  0.111
H (-1.87123, -4.12818, 2.01974)  0.105
H (-1.88376, -1.57944, 0.02350)  0.110
H (-3.63987, -1.48749, 0.14359)  0.112
H (-2.03377, -4.07505, -0.25751)  0.069
H (-2.95986, -3.21738, -1.48323)  0.073
H (-3.79678, -3.96844, -0.11227)  0.067
C (1.01488, -2.22404, -6.72334)  -0.085
C (2.07970, -1.48515, -5.92810)  -0.283
O (3.18744, -2.28341, -5.57280)  -0.169
C (3.94433, -2.83350, -6.62545)  -0.289
C (4.57104, -1.79912, -7.54833)  -0.086
H (0.67995, -3.10665, -6.17684)  0.080
H (0.15626, -1.56887, -6.88188)  0.070
H (1.37461, -2.54069, -7.70446)  0.060
H (1.67579, -1.15787, -4.97006)  0.117
H (2.39985, -0.58593, -6.47060)  0.107
H (3.34942, -3.54637, -7.21314)  0.105
H (4.72751, -3.40447, -6.12546)  0.119
H (3.81912, -1.23135, -8.09879)  0.062
H (5.21102, -2.29663, -8.27967)  0.070
H (5.17806, -1.09844, -6.97377)  0.081
C (-8.86094, -5.14332, 0.27829)  -0.083
C (-7.73248, -5.57113, -0.64479)  -0.285
O (-7.83972, -5.06545, -1.96287)  -0.160
C (-7.83595, -3.64981, -2.08163)  -0.276
C (-6.61248, -2.97049, -1.49842)  -0.078
H (-9.82858, -5.41955, -0.14355)  0.078
H (-8.74951, -5.63797, 1.24445)  0.075
H (-8.85688, -4.06772, 0.45826)  0.065
H (-7.74212, -6.65497, -0.76602)  0.116
H (-6.76538, -5.30421, -0.20410)  0.106
H (-8.74771, -3.22585, -1.64194)  0.108
H (-7.88296, -3.46580, -3.15541)  0.110
H (-6.54494, -3.09046, -0.41588)  0.070
H (-6.65710, -1.90379, -1.71849)  0.069
H (-5.69970, -3.37144, -1.94172)  0.077
C (-8.67789, -0.61734, -5.49351)  -0.079
C (-7.78805, 0.06210, -4.46624)  -0.279
O (-6.70383, -0.73328, -4.02594)  -0.181
C (-5.77790, -1.13995, -5.02053)  -0.276
C (-5.08962, 0.00947, -5.73466)  -0.077
H (-9.04908, -1.56878, -5.10985)  0.076
H (-9.53299, 0.02245, -5.71749)  0.075
H (-8.15310, -0.80562, -6.43084)  0.066
H (-8.35899, 0.26971, -3.56038)  0.118
H (-7.43301, 1.02537, -4.85099)  0.108
H (-6.25862, -1.80671, -5.74614)  0.109
H (-5.04227, -1.73311, -4.47707)  0.119
H (-5.78685, 0.60510, -6.32586)  0.065
H (-4.33462, -0.38595, -6.41537)  0.077
H (-4.59515, 0.66507, -5.01730)  0.085
C (-0.22141, 0.80968, 3.86244)  -0.070
C (0.75257, 1.89059, 3.43580)  -0.274
O (0.16151, 3.16443, 3.20868)  -0.159
C (-0.43473, 3.77479, 4.33183)  -0.286
C (0.54256, 4.08726, 5.45475)  -0.091
H (-1.01451, 0.68389, 3.12387)  0.083
H (0.31876, -0.13405, 3.94609)  0.076
H (-0.68269, 1.01641, 4.83056)  0.065
H (1.20289, 1.62284, 2.48315)  0.089
H (1.57130, 1.97295, 4.16048)  0.109
H (-1.26793, 3.17170, 4.71367)  0.106
H (-0.85976, 4.70360, 3.94742)  0.116
H (0.95924, 3.18215, 5.89852)  0.069
H (0.03110, 4.63988, 6.24592)  0.075
H (1.36758, 4.69530, 5.07914)  0.075
C (3.42923, 5.20125, 7.72515)  -0.072
C (4.65671, 4.58683, 7.07330)  -0.274
O (4.92232, 5.06599, 5.76824)  -0.167
C (5.16238, 6.45389, 5.64557)  -0.284
C (6.36684, 6.94728, 6.42977)  -0.082
H (2.55085, 5.05905, 7.09537)  0.053
H (3.24618, 4.71856, 8.68660)  0.078
H (3.55205, 6.26940, 7.91120)  0.067
H (4.50920, 3.51475, 6.94177)  0.121
H (5.53292, 4.71573, 7.72079)  0.106
H (4.27051, 7.03002, 5.92092)  0.108
H (5.32521, 6.60693, 4.57823)  0.117
H (6.22507, 6.84880, 7.50703)  0.064
H (6.53527, 8.00377, 6.21476)  0.074
H (7.26081, 6.38994, 6.14730)  0.081

**Energy**: -104304.8085 eV
**Highest occupied orbital energy**: -0.162 Eh
**Net charge**: -1
**LUMO energy**: 0.081 Eh

=====

Entry 2:
Computed, not measured: a gas-phase ion, C3H8NO (charge +1), with the ωB97M-V functional and the def2-TZVPD basis.

Last column: Löwdin charge in e.
Geometry (Å):
O (-1.94010, -0.44918, 0.50190)  0.101
C (-1.52365, 0.66913, 0.59343)  -0.194
C (-0.19985, 1.04917, -0.03094)  -0.069
N (0.39294, -0.13575, -0.73010)  0.009
C (0.97025, -1.18758, 0.17462)  0.026
H (-2.08259, 1.47425, 1.07549)  0.143
H (-0.35677, 1.86009, -0.73583)  0.144
H (0.57329, 1.42676, 0.64459)  0.149
H (-0.31883, -0.60799, -1.29329)  0.181
H (1.15629, 0.18156, -1.32877)  0.185
H (0.21145, -1.53406, 0.85672)  0.098
H (1.79081, -0.76114, 0.74523)  0.111
H (1.32676, -1.98528, -0.47306)  0.115

**Energy relative to the best compared isomer or geometry (same formula, charge and spin)**: 4.9 kcal/mol
**Energy**: -6770.9568 eV
**Highest occupied orbital energy**: -0.560 Eh
**Net charge**: +1
**LUMO energy**: -0.133 Eh